A | # C25H25Cl3IN7O4Re

C25H25Cl3IN7O4Re as an isolated structure (the ωB97M-V functional and the def2-TZVPD basis, OMol25).

The geometry in ORCA input format:
```
! RIJCOSX wB97M-V def2-TZVPD def2/J DEFGRID3
* xyz 0 2
Re -0.06983 -0.00691 -1.19349
O 3.96094 -0.51122 -0.36055
C 2.97201 0.17886 -0.52732
N 2.01853 -0.02411 -1.49822
C 2.42464 -0.49605 -2.73510
C 3.73179 -0.50519 -3.22043
C 3.98594 -0.98822 -4.49032
C 2.95733 -1.46049 -5.29841
C 1.65241 -1.45699 -4.84814
C 1.38054 -0.97690 -3.57130
N 0.17507 -1.03092 -2.91127
C -0.57889 -2.16973 -3.02412
O -0.87208 -2.75652 -4.04367
C -0.80477 -2.76028 -1.66207
C -1.44647 -3.98199 -1.50631
C -1.41062 -4.59985 -0.26867
C -0.67427 -4.00916 0.75010
C -0.07235 -2.78611 0.51236
N -0.16920 -2.15173 -0.64758
C 2.75174 1.44550 0.23415
C 3.85144 2.11987 0.76302
C 3.66129 3.40935 1.22853
C 2.39587 3.97155 1.15212
C 1.36016 3.20672 0.63396
N 1.53831 1.97630 0.19880
H 4.54304 -0.15142 -2.60364
H 5.00180 -1.00545 -4.85666
H 3.17852 -1.83520 -6.28572
H 0.84359 -1.80157 -5.47277
H -1.96081 -4.40615 -2.35400
H -1.92604 -5.53205 -0.10372
H -0.57462 -4.48295 1.71413
H 0.53954 -2.32093 1.27584
H 4.81461 1.63569 0.77543
H 4.48936 3.97401 1.62937
H 2.21516 4.98636 1.46897
H 0.36438 3.60811 0.52970
Cl -4.33953 -2.72581 -1.45872
C -4.22525 -1.42495 -0.26545
Cl -3.34423 -2.02086 1.16077
Cl -5.83210 -0.91735 0.23126
C -3.37446 -0.20349 -0.85268
O -3.89334 0.88234 -0.84367
O -2.24515 -0.59807 -1.21110
C -1.48167 3.22111 3.06670
N -1.52820 2.33632 1.92488
C -2.21566 2.88388 0.77838
C -1.07283 1.07551 1.99074
N -0.71773 0.35639 0.95856
N -0.93227 0.55984 3.27398
C -2.10110 0.45180 4.12749
C 0.06146 -0.45872 3.52865
H -1.05076 4.17696 2.75861
H -0.85684 2.79584 3.84891
H -2.48135 3.41195 3.46591
H -1.67544 3.72175 0.33239
H -3.19560 3.24986 1.09427
H -2.37115 2.12745 0.01742
H -0.64122 -0.60897 1.27500
H -2.86352 1.16225 3.82069
H -1.81735 0.64950 5.16436
H -2.52920 -0.55665 4.06811
H 0.94015 -0.27759 2.90915
H -0.31436 -1.47711 3.36056
H 0.35613 -0.37887 4.57659
I -0.50552 2.28147 -2.48474
*
```

Output
Highest occupied orbital energy (alpha / beta) ... -7.6 / -7.3 eV
LUMO (alpha / beta) ... -0.0739 / -0.0447 Ha
HOMO-LUMO gap (alpha / beta) ... 5.6 / 6.1 eV


B | # C25H25Cl3IN7O4Re

C25H25Cl3IN7O4Re as an isolated structure (the ωB97M-V functional and the def2-TZVPD basis, OMol25).

The geometry in ORCA input format:
```
! RIJCOSX wB97M-V def2-TZVPD def2/J DEFGRID3
* xyz 0 2
Re -0.38986 0.18079 0.86212
O 1.43723 -2.93333 -0.45535
C 0.48964 -2.23126 -0.71067
N -0.34318 -1.69718 0.30057
C -0.95658 -2.60148 1.19029
C -1.30007 -3.91711 0.90338
C -1.89494 -4.68395 1.88989
C -2.13530 -4.15442 3.15576
C -1.79167 -2.84665 3.45692
C -1.21095 -2.06625 2.46582
N -0.70617 -0.76669 2.57285
C 0.09635 -0.41798 3.63283
O -0.08548 -0.63776 4.80677
C 1.41579 0.15536 3.14531
C 2.43443 0.43913 4.03252
C 3.69935 0.69891 3.52954
C 3.90669 0.64239 2.16082
C 2.82569 0.39188 1.33505
N 1.60261 0.18205 1.81384
C 0.14420 -1.89113 -2.13635
C 1.02132 -2.29012 -3.14019
C 0.66374 -2.05009 -4.45607
C -0.55645 -1.44520 -4.71354
C -1.36364 -1.09763 -3.63843
N -1.02268 -1.30371 -2.37414
H -1.10254 -4.33664 -0.07500
H -2.17511 -5.70634 1.67316
H -2.60045 -4.77173 3.91305
H -1.96792 -2.42195 4.43423
H 2.21795 0.41423 5.09090
H 4.52079 0.91704 4.19897
H 4.88585 0.79866 1.73112
H 2.93881 0.34323 0.26021
H 1.94659 -2.78059 -2.87287
H 1.31724 -2.34539 -5.26665
H -0.88687 -1.25462 -5.72601
H -2.33480 -0.64133 -3.80031
Cl 0.24243 3.85258 4.04821
C 0.54812 4.17388 2.33627
Cl 2.23302 3.70548 1.94292
Cl 0.33784 5.88150 1.99400
C -0.38754 3.28135 1.44288
O -1.05451 3.80089 0.58337
O -0.27278 2.05260 1.76928
C -0.52878 2.20889 -4.23163
N -0.59667 2.09454 -2.78714
C -1.91659 2.31975 -2.22739
C 0.49531 1.88043 -2.03316
N 0.49619 1.33478 -0.83713
N 1.69013 2.26761 -2.62639
C 1.83162 3.65984 -3.03360
C 2.92658 1.66729 -2.17600
H -1.32539 1.60296 -4.66699
H 0.42820 1.85277 -4.60103
H -0.68299 3.24133 -4.55951
H -2.58870 1.49192 -2.45329
H -2.32055 3.23916 -2.65984
H -1.85328 2.44724 -1.15579
H 1.38767 1.58099 -0.41792
H 0.85679 4.10571 -3.20717
H 2.42085 3.72940 -3.94977
H 2.33200 4.23924 -2.24962
H 2.77858 0.60365 -1.99153
H 3.32757 2.14559 -1.27019
H 3.67361 1.77759 -2.96289
I -3.00738 0.39243 0.48610
*
```

Output
Highest occupied orbital energy (alpha / beta) ... -7.5 / -7.4 eV
LUMO (alpha / beta) ... -0.0446 / -0.0334 Ha
HOMO-LUMO gap (alpha / beta) ... 6.2 / 6.5 eV


B comes first in stability; the runner-up is 0.0471 hartree higher.


A | # C3H3N3O2

C3H3N3O2 as an isolated structure (the ωB97M-V functional and the def2-TZVPD basis, OMol25).

The geometry in ORCA input format:
```
! RIJCOSX wB97M-V def2-TZVPD def2/J DEFGRID3
* xyz 0 1
C 1.00590 -1.46934 -0.05921
C -0.53030 -0.12000 0.12620
C -1.93431 0.45604 0.17218
H 1.80061 1.72140 0.16145
H 1.55714 -2.37403 -0.18391
H -2.05080 1.51143 0.54426
N 0.65901 0.44661 -0.08390
N 1.67682 -0.36064 -0.19520
N -0.32231 -1.38278 0.06928
O 0.92876 1.74615 -0.16949
O -2.79053 -0.17483 -0.38166
*
```

Output
Highest occupied orbital energy ... -10.1 eV
LUMO ... -0.0020 Ha
HOMO-LUMO gap ... 10.1 eV


B | # C3H3N3O2

One molecule with the formula C3H3N3O2 (the ωB97M-V functional and the def2-TZVPD basis, OMol25).

The geometry in ORCA input format:
```
! RIJCOSX wB97M-V def2-TZVPD def2/J DEFGRID3
* xyz 0 1
C -0.20201 -1.45651 -1.15067
C -0.25727 -0.67882 0.10615
C -0.15012 1.53352 1.22695
H -0.89278 -2.40311 -1.57190
H -0.13795 2.59131 1.67387
H 1.33223 0.04583 -1.12982
N -1.34859 -0.35952 0.60889
N -1.19719 0.79270 1.47505
N 1.11062 -0.02689 0.05145
O 0.91111 -1.38788 -1.79386
O 0.83196 1.34936 0.50389
*
```

Output
Highest occupied orbital energy ... -9.5 eV
LUMO ... -0.0436 Ha
HOMO-LUMO gap ... 8.3 eV
Structure (SMILES) ... O=CC1=NN=CON1


A comes first in stability; the runner-up is 0.1166 hartree higher.


A | # C3H3N3O2

C3H3N3O2 as an isolated structure (the ωB97M-V functional and the def2-TZVPD basis, OMol25).

The geometry in ORCA input format:
```
! RIJCOSX wB97M-V def2-TZVPD def2/J DEFGRID3
* xyz 0 1
C -0.37022 0.18504 -0.33293
C 0.98872 -0.41666 1.60939
C 0.97850 -0.60271 0.06968
H -0.69644 0.56151 -3.17833
H -1.87550 0.96741 1.03570
H 1.47248 -1.00676 2.41474
N -0.97492 0.60150 -1.31019
N -0.73135 0.78869 0.88411
N 0.02363 0.45530 1.81876
O -0.62167 -0.38641 -2.36017
O 1.80677 -1.14691 -0.65076
*
```

Output
Highest occupied orbital energy ... -9.2 eV
LUMO ... -0.0292 Ha
HOMO-LUMO gap ... 8.4 eV


B | # C3H3N3O2

One molecule with the formula C3H3N3O2 (the ωB97M-V functional and the def2-TZVPD basis, OMol25).

The geometry in ORCA input format:
```
! RIJCOSX wB97M-V def2-TZVPD def2/J DEFGRID3
* xyz 0 1
C 1.94276 0.39674 0.10639
C 0.61334 0.29878 -0.05058
C -1.38697 -0.33871 -0.00657
H 3.49399 -0.68259 -0.14264
H 2.28809 1.52361 0.46655
H -3.35856 -0.84824 0.37220
N -2.29616 -1.21014 0.09495
N -1.53400 1.24819 -0.01438
N -0.25895 1.48603 -0.05929
O 2.61081 -0.82209 0.02630
O -0.21263 -0.77817 -0.16887
*
```

Output
Highest occupied orbital energy ... -9.2 eV
LUMO ... -0.0251 Ha
HOMO-LUMO gap ... 8.5 eV
Structure (SMILES) ... [H]/N=C1N=N/C(=C/O)O\1


C | # C3H3N3O2

C3H3N3O2 as an isolated structure (the ωB97M-V functional and the def2-TZVPD basis, OMol25).

The geometry in ORCA input format:
```
! RIJCOSX wB97M-V def2-TZVPD def2/J DEFGRID3
* xyz 0 1
C 0.30822 -0.13853 -0.59588
C -1.14029 -0.13170 1.05992
C -0.77432 -1.52328 0.60491
H 2.58279 1.83943 -1.69330
H -0.85790 1.58324 0.24284
H -0.88265 -2.40300 1.19492
N 1.58321 0.20042 -1.11526
N -0.73415 0.65341 -0.07238
N 0.17455 -1.48025 -0.31940
O 1.36726 1.41360 -1.51310
O -1.62672 -0.01333 2.20674
*
```

Output
Highest occupied orbital energy ... -8.7 eV
LUMO ... -0.0339 Ha
HOMO-LUMO gap ... 7.8 eV


B comes first in stability; the runner-up is 0.0379 hartree higher.


A | # C14H18N2O4

One molecule with the formula C14H18N2O4 (the ωB97M-V functional and the def2-TZVPD basis, OMol25).

The geometry in ORCA input format:
```
! RIJCOSX wB97M-V def2-TZVPD def2/J DEFGRID3
* xyz 0 1
O -4.80128 -0.53400 1.44272
C -3.79928 -0.70244 0.80216
O -3.01179 -1.77552 0.98822
H -3.39112 -2.34626 1.67443
C -3.29645 0.20716 -0.28437
H -3.50314 -0.27091 -1.24656
H -3.86189 1.13834 -0.24890
C -1.79397 0.46457 -0.19428
C -1.26906 1.04303 -1.49095
O -1.90372 1.07529 -2.52322
N -0.00089 1.53885 -1.44672
C 0.85027 1.66688 -0.32387
C 1.22976 2.95075 0.04499
C 2.01562 3.17781 1.15828
C 2.42328 2.09654 1.91900
C 2.09021 0.81120 1.54039
C 1.32619 0.55112 0.39758
N 0.98253 -0.73902 0.00996
C 1.22681 -1.16857 -1.35696
H 0.46016 -1.90245 -1.62786
C 2.61037 -1.82368 -1.46402
H 3.38614 -1.07467 -1.23484
O 2.72945 -2.92132 -0.58722
C 2.52565 -2.52346 0.75062
H 3.32411 -1.82828 1.05289
C 1.15157 -1.85936 0.91498
H 0.38276 -2.59659 0.65460
H 0.98775 -1.54079 1.94380
H 2.59207 -3.43160 1.35211
H 2.77425 -2.21789 -2.46791
H 1.16825 -0.32621 -2.04170
H 2.45534 -0.00851 2.13826
H 3.02353 2.24962 2.80316
H 2.29247 4.18296 1.43400
H 0.87318 3.78142 -0.54730
H 0.25602 2.07745 -2.26579
H -1.27109 -0.47415 -0.00657
H -1.55909 1.14671 0.62515
*
```

Output
Highest occupied orbital energy ... -8.1 eV
LUMO ... 0.0208 Ha
HOMO-LUMO gap ... 8.6 eV
Structure (SMILES) ... O=C(O)CCC(=O)Nc1ccccc1N1CCOCC1


B | # C14H18N2O4

One molecule with the formula C14H18N2O4 (the ωB97M-V functional and the def2-TZVPD basis, OMol25).

The geometry in ORCA input format:
```
! RIJCOSX wB97M-V def2-TZVPD def2/J DEFGRID3
* xyz 0 1
C -1.53101 -0.01291 1.53924
C -1.20903 -0.89779 0.32901
C -0.76182 -0.50245 2.80882
C -1.87412 -0.78314 3.82034
C -3.07491 -1.07608 2.94096
C 0.48322 -1.45466 -1.37731
C 0.54480 -2.99975 -1.35171
C 1.83501 -0.88709 -1.79681
C 1.84172 0.62811 -1.80176
C 1.14393 1.33893 -2.77930
C 2.54290 1.35000 -0.82784
C 1.12862 2.73148 -2.77125
C 2.53346 2.73943 -0.81745
C 1.80903 3.43610 -1.78425
H -3.47234 -0.28259 1.07949
H -1.22945 1.00885 1.25863
H -0.02569 0.25733 3.13160
H -0.21426 -1.41798 2.60889
H -2.06927 0.09966 4.45982
H -1.62224 -1.64222 4.49358
H -3.02739 -2.09992 2.53924
H -4.03893 -0.93871 3.47854
H 0.75252 -0.32495 0.36768
H -0.29773 -1.14321 -2.10314
H 2.59798 -1.29390 -1.13608
H 2.07189 -1.27385 -2.80798
H 0.58047 0.78580 -3.57253
H 3.11219 0.82508 -0.08874
H 0.58365 3.28513 -3.55174
H 3.06188 3.29379 -0.06913
H 1.33219 5.14235 -2.44949
H -1.30661 -2.94908 -0.89672
N -2.93602 -0.06329 1.89492
N 0.07341 -0.93183 -0.08549
O -2.10379 -1.50798 -0.28007
O 1.54820 -3.61927 -1.59056
O 1.83347 4.79682 -1.73109
O -0.61592 -3.61620 -1.08030
*
```

Output
Highest occupied orbital energy ... -9.0 eV
LUMO ... 0.0182 Ha
HOMO-LUMO gap ... 9.4 eV
Structure (SMILES) ... O=C(O)[C@H](Cc1ccc(O)cc1)NC(=O)[C@@H]1CCCN1


B comes first in stability; the runner-up is 0.0240 hartree higher.